Record 1
Formula: C33H39AsMnN3O3S2
Source: the OMol25 dataset
Level of theory: ωB97M-V/def2-TZVPD

Structure (XYZ):
```
82
Properties=species:S:1:pos:R:3:forces:R:3
Mn -1.1703 0.9199 -0.3104 0.37 -0.28 0.00
C -2.5027 4.5369 1.5112 -0.01 0.19 -0.06
C -2.0258 3.4702 0.6003 -0.07 0.32 -0.11
N -1.8521 2.2544 0.9611 -0.18 -0.33 0.09
N -2.1530 1.8161 2.2262 0.19 0.05 -0.18
C -1.9844 0.5269 2.2514 0.00 -0.16 -0.30
O -1.5891 -0.1326 1.1643 -0.19 0.08 0.47
C -2.2310 -0.2320 3.4764 0.12 -0.19 0.00
C -2.0522 -1.6177 3.4799 -0.02 0.05 0.04
C -2.2517 -2.3330 4.6499 -0.01 0.00 -0.02
C -2.6268 -1.6686 5.8123 0.00 -0.05 0.01
C -2.8104 -0.2904 5.8080 -0.03 0.05 0.05
C -2.6155 0.4308 4.6435 -0.01 0.04 0.02
C -1.7707 3.6859 -0.8380 -0.03 -0.05 0.15
C -1.8300 4.9117 -1.4559 -0.05 0.32 -0.02
C -1.6478 4.9786 -2.8330 -0.02 0.11 0.00
C -1.4256 3.8142 -3.5450 -0.02 0.08 -0.12
C -1.3587 2.6203 -2.8523 -0.03 -0.09 0.12
N -1.5154 2.5580 -1.5316 0.08 -0.17 -0.10
H -2.6802 4.1340 2.5008 -0.01 -0.01 0.05
H -3.4291 4.9676 1.1223 0.04 0.00 0.02
H -1.7639 5.3411 1.5741 -0.03 -0.03 -0.02
H -1.7652 -2.1206 2.5652 -0.01 0.00 0.04
H -2.1195 -3.4091 4.6578 -0.01 0.09 0.00
H -2.7826 -2.2281 6.7276 0.01 0.03 -0.07
H -3.1092 0.2217 6.7162 0.03 -0.06 -0.09
H -2.7618 1.5038 4.6241 0.02 -0.07 0.03
H -2.0254 5.8012 -0.8698 0.01 -0.04 -0.09
H -1.6930 5.9327 -3.3431 0.00 -0.03 0.03
H -1.3060 3.8233 -4.6204 0.00 0.00 0.06
H -1.1889 1.6807 -3.3594 -0.02 0.00 0.02
O 0.7395 0.7959 -1.4711 0.04 -0.12 0.09
S 1.4384 0.8447 -2.8198 0.01 0.07 -0.21
C 0.7944 -0.5540 -3.7832 -0.05 0.01 0.13
C 0.8217 -1.8431 -2.9751 -0.11 -0.08 -0.25
C -0.1917 -2.8970 -3.4295 -0.01 0.12 0.01
C -1.6667 -2.5309 -3.2800 0.11 -0.04 0.08
S -2.2737 -1.9747 -1.6693 -0.27 0.05 0.06
O -1.6304 -0.5892 -1.5134 0.22 0.23 -0.10
C -1.4925 -3.1121 -0.5470 0.07 0.05 -0.04
C -2.0652 -4.3781 -0.4966 -0.08 -0.04 -0.09
C -1.5119 -5.3313 0.3445 0.00 0.01 0.02
C -0.4184 -5.0047 1.1380 -0.01 0.00 0.02
C 0.1196 -3.7243 1.1003 0.04 -0.02 0.02
C -0.4177 -2.7629 0.2558 0.03 -0.14 -0.10
C 3.0869 0.2283 -2.5530 -0.05 0.00 0.13
C 3.4083 -0.3545 -1.3392 0.11 -0.06 -0.07
C 4.6966 -0.8382 -1.1507 0.00 0.00 0.01
C 5.6344 -0.7336 -2.1712 0.00 0.00 0.03
C 5.2933 -0.1428 -3.3831 0.03 -0.02 -0.03
C 4.0124 0.3507 -3.5809 -0.01 0.09 -0.06
H 1.4097 -0.5903 -4.6856 -0.06 0.01 0.01
H -0.2184 -0.2516 -4.0683 0.08 -0.05 0.01
H 0.6348 -1.5854 -1.9426 -0.03 -0.01 0.34
H 1.8174 -2.2815 -3.0124 0.05 0.00 -0.06
H 0.0116 -3.8203 -2.8880 -0.05 -0.04 0.04
H -0.0463 -3.1217 -4.4891 0.03 -0.06 0.00
H -2.3091 -3.3856 -3.5134 0.05 0.05 -0.03
H -1.9690 -1.7126 -3.9382 -0.06 -0.03 0.01
H -2.9355 -4.6212 -1.1041 0.12 0.03 0.10
H -1.9434 -6.3224 0.3892 0.02 0.02 0.00
H 0.0082 -5.7493 1.7989 -0.02 0.04 -0.04
H 0.9607 -3.4694 1.7354 -0.06 -0.02 -0.04
H -0.0174 -1.7619 0.2461 0.07 0.08 -0.05
H 2.6562 -0.4235 -0.5669 -0.01 0.00 0.03
H 4.9683 -1.2967 -0.2064 -0.01 0.04 -0.07
H 6.6415 -1.1045 -2.0197 -0.08 0.01 -0.01
H 6.0289 -0.0587 -4.1745 -0.05 0.00 0.07
H 3.7499 0.8344 -4.5187 0.02 -0.05 0.10
C 1.0083 2.2803 3.2601 -0.02 -0.01 0.00
As 1.2773 1.3806 1.5496 -0.15 0.12 0.04
C 2.8379 2.4016 0.9907 0.00 -0.04 -0.16
C 2.0958 -0.2386 2.2721 -0.06 -0.03 -0.09
H 1.9704 2.3811 3.7605 0.00 0.02 0.03
H 0.3350 1.7040 3.8911 -0.05 -0.02 0.00
H 0.5813 3.2701 3.1033 0.00 0.00 0.00
H 3.6512 2.2497 1.6977 0.03 0.01 0.02
H 2.5666 3.4568 0.9841 0.02 0.01 -0.01
H 3.1653 2.1167 -0.0081 0.00 0.00 0.04
H 2.9875 0.0284 2.8353 0.05 -0.02 0.04
H 2.3613 -0.9483 1.4892 0.00 0.00 0.03
H 1.3747 -0.7060 2.9430 0.00 -0.04 0.00
```
Positions in Å, forces in eV/Å.

**Kohn-Sham gap (alpha / beta)**: 6.599 / 7.015 eV
**Energy relative to the best compared isomer or geometry (same formula, charge and spin)**: 0.0000 eV
**HOMO energy (alpha / beta)**: -13.490 / -13.579 eV
**LUMO energy (alpha / beta)**: -6.891 / -6.564 eV
**Total charge**: +2
**Spin multiplicity**: 5

Record 2
Formula: C5H15N2O
Source: the OMol25 dataset
Level of theory: ωB97M-V/def2-TZVPD

Structure (XYZ):
```
23
Properties=species:S:1:pos:R:3:forces:R:3
C -2.1451 1.2229 0.7341 -0.76 -0.27 -0.75
O -2.4403 1.3820 -0.6935 0.41 -0.15 1.46
C -0.9101 0.3654 0.9055 -1.56 -0.19 -0.42
C -0.5190 0.1980 2.3590 0.47 0.12 0.24
H -1.9025 2.1909 1.1746 -0.40 0.14 0.11
H -3.0209 0.7489 1.2089 0.33 0.34 0.09
H -3.2733 1.8670 -0.7002 0.05 -0.01 -0.38
H -1.1214 -0.6301 0.4418 0.34 0.65 0.18
H -0.2181 0.9753 0.3418 0.89 -0.25 -0.23
H -1.3717 -0.0679 3.0216 0.72 -0.29 -0.56
H 0.3158 -0.5225 2.3842 -0.67 -0.23 0.70
H -0.0987 1.1153 2.7719 -0.13 0.22 -0.05
C 0.9237 -1.1607 -2.8216 -0.24 -0.50 0.04
N 2.2752 -0.3489 0.5604 -1.44 0.08 0.34
C 2.0876 -0.8006 -0.6628 -0.16 0.32 -1.85
N 1.0044 -0.6571 -1.4329 0.99 -0.71 1.07
H -0.1245 -1.4475 -3.0224 0.58 0.16 0.14
H 1.5526 -2.0604 -2.9527 -0.26 0.55 0.11
H 1.2142 -0.3782 -3.5228 0.02 -0.08 0.08
H 1.4682 -0.0092 1.1392 1.40 -0.29 -0.82
H 3.2010 -0.4088 0.9610 -0.25 -0.09 0.12
H 2.9700 -1.2627 -1.1655 -0.78 0.40 0.46
H 0.1327 -0.3114 -1.0298 0.46 0.08 -0.09
```
Positions in Å, forces in eV/Å.

**Kohn-Sham gap**: 10.300 eV
**Energy relative to the best compared isomer or geometry (same formula, charge and spin)**: 1.2324 eV
**HOMO energy**: -13.697 eV
**LUMO energy**: -3.397 eV
**Total charge**: +1

Record 3
Formula: C6H13N
Source: the OMol25 dataset
Level of theory: ωB97M-V/def2-TZVPD

Structure (XYZ):
```
20
Properties=species:S:1:pos:R:3:forces:R:3
C 1.7304 1.7186 0.9223 -1.35 0.35 -0.60
C 1.2436 1.1369 -0.4261 -0.74 1.63 0.51
N 0.1373 0.2156 -0.1177 -1.20 -0.28 -0.81
C -0.9324 0.0307 -1.1506 2.02 1.91 0.10
C -1.9145 -0.9373 -0.4640 -0.96 4.20 1.22
C -1.2393 -1.5741 0.7660 3.28 -1.94 -2.04
C 0.3451 -1.1648 0.4881 -0.37 2.20 -0.93
H 2.7379 2.0649 0.8907 0.78 0.36 -0.03
H 1.6364 0.9317 1.6419 0.09 -0.14 0.80
H 1.0326 2.5768 1.1764 0.92 -1.12 0.01
H 0.9813 2.1639 -0.9576 -0.32 -2.65 0.25
H 1.9873 0.6304 -1.0219 0.72 -0.04 -0.21
H -0.6076 -0.2897 -2.1945 0.19 -0.36 1.17
H -1.2362 1.1027 -1.3721 -0.51 -1.29 0.43
H -2.2224 -1.5577 -1.2325 -1.04 -1.78 -0.91
H -2.7567 -0.1780 -0.2067 0.88 -1.92 -0.01
H -1.0969 -2.6930 0.5167 -1.09 1.37 1.13
H -1.6437 -1.3559 1.7709 0.39 -0.08 -0.75
H 0.7629 -1.7913 -0.4172 -0.47 0.41 2.12
H 1.0547 -1.0306 1.3879 -1.20 -0.83 -1.45
```
Positions in Å, forces in eV/Å.

**Kohn-Sham gap**: 9.189 eV
**Energy relative to the best compared isomer or geometry (same formula, charge and spin)**: 2.1035 eV
**HOMO energy**: -8.048 eV
**LUMO energy**: 1.141 eV
**SMILES string**: CCN1CCCC1

Record 4
Formula: C24H21B2ClCsF15Li2MgN2O22PS3
Source: the OMol25 dataset
Level of theory: ωB97M-V/def2-TZVPD

Structure (XYZ):
```
95
Properties=species:S:1:pos:R:3:forces:R:3
C -2.7449 -6.0935 -2.2276 0.10 0.46 0.33
C -2.5247 -4.8183 -1.3901 -0.04 -0.26 0.39
P -1.5270 -3.5776 -2.3129 0.46 -1.11 -0.14
C -0.4987 -2.7143 -1.0321 -1.16 0.45 -0.25
C -2.5809 -2.2607 -3.0393 0.56 0.17 0.54
C -2.1074 -1.3399 -3.8985 -0.17 0.26 0.47
S -0.4209 -1.0254 -4.3227 0.68 -1.16 -3.22
O -0.3955 -0.6359 -5.6911 -0.61 0.98 0.09
O 0.5119 -2.0897 -4.0771 -0.29 0.08 2.06
C 0.0186 0.5761 -3.4233 -0.41 0.32 0.50
F -1.1417 1.0990 -2.9367 0.16 -0.15 0.06
F 0.5202 1.4473 -4.2835 0.03 -0.62 -0.08
C 1.0068 0.4666 -2.2290 0.72 1.12 0.33
F 2.0294 -0.3268 -2.4116 -0.43 -0.26 0.04
F 1.5602 1.7453 -2.0680 0.11 -2.18 -2.28
F 0.3784 0.1934 -1.0543 0.45 -0.26 -1.14
C -3.1399 -0.4484 -4.5779 -0.03 0.36 0.94
O -3.1874 -0.2381 -5.7411 0.03 0.13 -0.85
C -4.1486 0.0999 -3.5973 -0.17 -0.40 -0.21
S -4.7578 1.7528 -3.7757 0.20 0.42 -0.25
C -4.5437 -0.7046 -2.5986 -0.40 0.65 0.06
N -5.3617 -0.1840 -1.5811 0.38 -1.52 0.24
C -4.5659 0.4995 -0.5489 0.00 1.03 0.08
C -3.1840 -0.0106 -0.2116 -0.07 -0.66 -0.93
O -5.0548 1.4587 -0.0395 -0.26 -0.21 -1.37
C -6.3461 -1.1197 -1.0165 -0.33 -0.08 0.65
C -5.9456 -2.0139 0.1417 0.56 0.43 -0.74
O -7.4428 -1.1247 -1.4752 -0.37 -0.01 -0.56
C -4.0508 -2.1360 -2.6593 0.63 0.10 -0.64
O -4.7346 -3.0915 -2.4477 -0.54 -0.26 0.26
H -3.3322 -6.8083 -1.6512 -0.24 0.11 -0.16
H -3.2276 -5.8381 -3.1696 -0.06 -0.33 -0.04
H -1.7836 -6.5798 -2.3971 -0.02 0.12 -0.32
H -1.8942 -5.1231 -0.5471 0.08 0.31 0.01
H -3.4495 -4.4476 -0.9485 0.00 0.07 -0.15
H 0.5153 -2.6271 -1.4676 -0.87 0.83 0.67
H -0.9566 -1.7427 -0.8381 0.44 0.12 0.07
H -0.5195 -3.2489 -0.0813 0.31 -0.19 -0.12
H -6.0725 1.5402 -4.0775 0.39 -0.87 1.40
H -3.0018 -0.9825 -0.6858 0.06 0.09 -0.02
H -3.0999 -0.1349 0.8648 -0.08 0.37 0.13
H -2.4489 0.6978 -0.5987 0.04 0.02 0.22
H -6.0966 -1.5134 1.0994 -0.08 0.01 -0.01
H -6.5232 -2.9273 0.0369 -0.08 0.03 0.27
H -4.8840 -2.2390 0.0276 -0.03 -0.14 0.34
Cl -4.3329 1.2523 2.2544 0.37 -0.04 1.95
Li -6.4632 2.1890 -5.5408 0.78 0.45 -1.31
Mg 1.8917 -3.9284 -1.8770 0.85 -0.82 -0.30
C 4.3913 0.5699 0.7966 0.12 0.06 0.13
C 3.2823 0.3151 1.8112 -0.23 0.36 -0.18
O 3.3467 -0.9488 2.4394 0.74 -0.61 -0.53
C 4.2613 -1.1580 3.5092 -1.81 1.41 -0.47
O 4.2037 -0.2708 4.4194 0.62 -0.44 0.37
C 5.7551 -1.3892 3.0094 1.00 -0.95 -0.26
F 5.7509 -2.0652 1.8539 -0.23 0.19 -0.03
F 6.4168 -2.1170 3.8886 -0.17 0.16 0.26
F 6.4344 -0.2571 2.8187 -0.27 0.11 0.11
H 4.5930 -0.3235 0.2055 -0.10 0.02 -0.06
H 4.1107 1.3886 0.1247 -0.04 -0.04 0.00
H 5.3151 0.8687 1.2812 0.02 0.03 -0.05
H 2.3365 0.2970 1.2588 -0.16 -0.20 0.13
H 3.2009 1.1353 2.5326 0.16 -0.14 0.16
H 3.9838 -2.2153 3.8290 0.18 -0.16 0.41
B -0.8914 3.4003 -8.3050 1.01 0.04 -0.71
O -1.1289 4.3939 -7.2055 -0.42 -0.35 0.03
C -2.2710 4.1155 -6.6321 0.40 0.77 0.41
O -2.7668 4.7112 -5.7070 -0.20 -0.23 0.05
C -2.8834 2.8975 -7.3218 -0.19 -0.49 -0.34
O -3.9410 2.3922 -7.0128 -0.80 -0.02 0.20
O -2.0965 2.4943 -8.2700 -0.16 0.22 0.35
F 0.2584 2.6737 -8.0539 -0.18 -0.02 0.17
F -0.8123 4.0399 -9.5256 -0.20 0.00 0.11
Cs 0.9331 2.7836 -0.0222 -0.70 2.20 3.33
C 3.7622 6.6857 5.2780 0.71 -0.37 -0.85
F 3.5045 7.5787 6.3090 0.15 0.30 -0.05
F 4.5098 7.3162 4.3901 -0.23 0.29 0.05
F 4.5171 5.7169 5.8003 -0.24 0.00 0.38
S 2.1732 6.0678 4.6149 -1.18 -0.08 -0.35
O 1.5118 7.2591 4.1498 0.25 0.19 0.08
O 1.5793 5.4682 5.7967 0.48 0.15 0.49
O 2.5616 5.1419 3.5810 0.31 -0.23 -0.09
Li 3.1524 6.8412 7.8987 0.34 -0.27 0.45
N 6.4753 7.1721 10.3303 0.03 -0.06 0.28
O 5.7507 7.4001 9.3220 -0.56 -0.09 -0.43
O 7.4830 6.4688 10.2105 -0.03 0.03 -0.11
O 6.1665 7.6602 11.4264 -0.08 0.02 -0.09
B 3.9286 -4.7260 4.7928 0.86 -0.16 0.39
O 3.0726 -5.5918 5.6492 -0.25 0.27 -0.50
C 1.8876 -5.7155 5.0824 0.15 -0.47 0.87
O 0.9661 -6.3491 5.5129 -0.15 0.04 -0.20
C 1.8839 -4.9116 3.7804 0.11 0.54 -0.73
O 0.9663 -4.8032 3.0138 -0.23 -0.07 -0.12
O 3.0697 -4.3453 3.6276 -0.26 -0.07 0.19
F 5.0444 -5.4176 4.3555 -0.09 0.04 -0.06
F 4.3099 -3.5718 5.4795 -0.14 0.10 -0.18
```
Positions in Å, forces in eV/Å.

**Kohn-Sham gap**: 1.168 eV
**HOMO energy**: -5.891 eV
**LUMO energy**: -4.723 eV
**Total charge**: -1

| no. | largest force on an atom (eV Å⁻¹) |
| --- | --- |
| 1 | 0.512 |
| 2 | 1.882 |
| 3 | 4.479 |
| 4 | 4.054 |